{
  "formula": "C5H9NO",
  "method": "wB97M-V/def2-TZVPD",
  "e_tot_ev": -8864.945,
  "homo_energy_ha": -0.3048,
  "smiles": "NC#CO.C=CC",
  "e_above_lowest_kcal_mol": 98.4,
  "orbital_gap_ev": 9.0,
  "largest_force_ha_per_bohr": 0.025,
  "symbols": ["N", "C", "C", "O", "H", "H", "H", "C", "C", "C", "H", "H", "H", "H", "H", "H"],
  "positions_angstrom": [[2.029463, 1.688018, 0.943401], [0.929558, 1.724808, 0.165536], [-0.059555, 1.605267, -0.519159], [-1.047099, 1.868966, -1.361279], [1.877502, 2.008226, 1.892062], [2.537272, 0.812268, 0.904191], [-0.757929, 2.480093, -2.050196], [-0.343503, -1.535071, -1.339020], [-1.031429, -1.124910, -0.279154], [-0.584042, -1.317289, 1.135290], [0.675977, -1.877188, -1.251066], [-0.727743, -1.436758, -2.339980], [-2.066591, -0.828848, -0.393915], [0.433261, -1.701203, 1.174416], [-0.612775, -0.364511, 1.662376], [-1.252368, -2.001867, 1.656497]],
  "forces_ev_per_angstrom": [[0.34, -0.17, 0.36], [-0.82, -0.35, -0.46], [0.53, 1.17, 0.11], [-0.23, -0.47, -0.04], [0.12, -0.08, -0.15], [-0.03, 0.17, 0.09], [0.14, -0.02, 0.12], [-0.09, 0.54, 0.17], [-0.12, -1.27, -0.04], [0.10, 0.41, -0.14], [0.15, -0.17, 0.10], [-0.15, -0.01, -0.17], [-0.01, 0.36, -0.16], [0.06, -0.09, 0.05], [0.01, 0.06, 0.14], [0.00, -0.08, 0.04]]
}

=====

{
  "formula": "C5H9NO",
  "method": "wB97M-V/def2-TZVPD",
  "e_tot_ev": -8866.807,
  "homo_energy_ha": -0.3219,
  "smiles": "C[C@]1(CN)CC1=O",
  "e_above_lowest_kcal_mol": 55.5,
  "orbital_gap_ev": 9.6,
  "largest_force_ha_per_bohr": 0.012,
  "symbols": ["C", "C", "C", "N", "C", "C", "O", "H", "H", "H", "H", "H", "H", "H", "H", "H"],
  "positions_angstrom": [[1.588918, 0.984128, 0.196341], [0.388121, 0.087839, -0.017302], [-0.986208, 0.737323, -0.019424], [-1.984628, -0.215816, -0.501146], [0.455593, -1.340212, 0.609824], [0.520428, -1.123263, -0.851206], [0.662196, -1.602028, -1.940539], [2.520125, 0.422033, 0.062277], [1.590785, 1.401048, 1.211583], [1.595176, 1.809257, -0.525032], [-1.208105, 1.132695, 0.989078], [-0.959700, 1.591875, -0.706967], [-2.355046, -0.781220, 0.253030], [-2.762064, 0.247028, -0.955598], [1.377739, -1.601282, 1.127314], [-0.443329, -1.749407, 1.067771]],
  "forces_ev_per_angstrom": [[0.02, 0.00, -0.03], [-0.02, 0.05, -0.08], [0.16, 0.11, 0.01], [-0.22, 0.07, 0.11], [0.03, -0.21, 0.11], [0.11, -0.06, -0.36], [0.00, 0.20, 0.60], [-0.15, 0.10, 0.04], [-0.03, -0.03, -0.17], [-0.01, -0.11, 0.12], [0.07, -0.05, -0.22], [-0.01, -0.14, 0.10], [-0.05, 0.08, -0.08], [0.09, -0.05, 0.11], [-0.12, 0.03, -0.11], [0.13, 0.01, -0.16]]
}

=====

{
  "formula": "C5H9NO",
  "method": "wB97M-V/def2-TZVPD",
  "e_tot_ev": -8868.018,
  "homo_energy_ha": -0.3667,
  "smiles": "[H]/N=C1/CCCCO1",
  "e_above_lowest_kcal_mol": 27.6,
  "orbital_gap_ev": 10.9,
  "largest_force_ha_per_bohr": 0.006,
  "symbols": ["H", "N", "C", "C", "C", "C", "C", "O", "H", "H", "H", "H", "H", "H", "H", "H"],
  "positions_angstrom": [[2.426665, 1.590991, 0.938977], [2.342692, 0.577195, 0.839045], [1.393941, 0.326165, 0.045470], [0.922354, -1.056866, -0.274075], [-0.501442, -1.211645, 0.274759], [-1.408474, -0.004954, -0.037541], [-0.713993, 1.343731, -0.323070], [0.687345, 1.302164, -0.607486], [0.942603, -1.178728, -1.363423], [1.592469, -1.793274, 0.175067], [-0.435750, -1.360192, 1.357907], [-0.957495, -2.115087, -0.141581], [-2.047802, -0.242311, -0.888485], [-2.093298, 0.147429, 0.803617], [-0.860574, 2.027798, 0.519300], [-1.161457, 1.815269, -1.200357]],
  "forces_ev_per_angstrom": [[0.11, -0.06, -0.02], [-0.14, 0.12, -0.22], [0.16, -0.19, 0.23], [0.03, -0.02, -0.01], [-0.05, -0.04, 0.05], [-0.16, -0.03, -0.13], [-0.28, 0.14, 0.06], [0.10, -0.05, 0.07], [-0.06, 0.01, 0.12], [-0.08, 0.15, -0.07], [0.04, 0.07, -0.13], [0.05, 0.08, 0.14], [0.11, -0.06, -0.08], [0.08, -0.01, -0.14], [0.10, -0.06, 0.02], [0.00, -0.04, 0.13]]
}

=====

{
  "formula": "C5H9NO",
  "method": "wB97M-V/def2-TZVPD",
  "e_tot_ev": -8868.283,
  "homo_energy_ha": -0.3411,
  "smiles": "O=CN1CCCC1",
  "e_above_lowest_kcal_mol": 21.4,
  "orbital_gap_ev": 10.2,
  "largest_force_ha_per_bohr": 0.033,
  "symbols": ["O", "C", "N", "C", "C", "C", "C", "H", "H", "H", "H", "H", "H", "H", "H", "H"],
  "positions_angstrom": [[-3.019815, -0.366525, -0.132188], [-1.955410, -0.579886, -0.679201], [-0.755191, -0.546011, -0.057017], [-0.479572, 0.258954, 1.136172], [0.754490, 1.079319, 0.788389], [1.455360, 0.326206, -0.380982], [0.472723, -0.835934, -0.751697], [-1.946592, -0.992261, -1.702887], [-0.212383, -0.531146, 1.839149], [-1.366118, 0.715489, 1.565992], [1.384395, 1.060085, 1.673915], [0.527645, 2.066091, 0.402075], [1.416802, 0.939566, -1.280793], [2.472940, 0.049370, -0.125564], [0.321977, -0.852729, -1.828967], [0.928748, -1.790590, -0.466396]],
  "forces_ev_per_angstrom": [[0.09, 0.57, -0.07], [-0.72, -0.96, 0.54], [-0.25, 0.83, -0.84], [-0.01, -1.72, 0.09], [0.24, -0.50, -0.32], [-1.45, 0.00, -0.25], [1.34, 0.04, 0.13], [0.38, 0.18, -0.07], [0.33, 0.34, 0.65], [-0.05, 0.36, -0.51], [0.16, 0.69, -0.07], [-0.13, 0.32, 0.60], [0.64, 0.37, 0.24], [-0.02, -0.27, -0.24], [-0.16, -0.16, -0.01], [-0.38, -0.09, 0.14]]
}

=====

{
  "formula": "C5H9NO",
  "method": "wB97M-V/def2-TZVPD",
  "e_tot_ev": -8864.421,
  "homo_energy_ha": -0.2990,
  "e_above_lowest_kcal_mol": 110.5,
  "orbital_gap_ev": 9.1,
  "largest_force_ha_per_bohr": 0.011,
  "symbols": ["C", "C", "N", "C", "C", "C", "O", "H", "H", "H", "H", "H", "H", "H", "H", "H"],
  "positions_angstrom": [[0.180853, 0.729180, 1.515120], [0.312522, -0.664076, 0.923523], [-0.987739, -1.406949, 0.868855], [0.336216, -1.046963, -0.497917], [-0.292492, 0.023394, -1.404342], [0.805843, 0.999436, -1.794491], [1.813999, 1.196946, -1.160070], [-0.608147, 1.301443, 1.018384], [-0.074451, 0.670389, 2.579786], [1.124664, 1.268217, 1.402056], [1.012488, -1.264720, 1.517214], [-0.908120, -2.391424, 1.071428], [-1.546499, -1.261310, 0.045962], [-1.099238, 0.676543, -1.010616], [-0.683844, -0.393895, -2.343059], [0.613946, 1.563789, -2.731831]],
  "forces_ev_per_angstrom": [[-0.06, 0.02, -0.15], [-0.06, -0.04, 0.14], [0.35, -0.07, 0.29], [0.07, 0.41, -0.07], [0.18, -0.11, -0.03], [0.28, 0.11, 0.18], [-0.48, -0.14, -0.27], [0.12, -0.02, 0.07], [0.06, -0.05, -0.20], [-0.11, -0.08, 0.02], [-0.24, 0.09, -0.13], [0.10, -0.06, -0.17], [-0.51, 0.21, -0.06], [0.18, -0.19, 0.10], [0.10, -0.02, 0.20], [0.02, -0.07, 0.09]]
}

=====

{
  "formula": "C5H9NO",
  "method": "wB97M-V/def2-TZVPD",
  "e_tot_ev": -8867.476,
  "homo_energy_ha": -0.3439,
  "smiles": "O[C@H]1C[C@@H]2N[C@@H]2C1",
  "e_above_lowest_kcal_mol": 40.0,
  "orbital_gap_ev": 10.4,
  "largest_force_ha_per_bohr": 0.008,
  "symbols": ["O", "C", "C", "C", "N", "C", "C", "H", "H", "H", "H", "H", "H", "H", "H", "H"],
  "positions_angstrom": [[1.249806, -1.787899, 0.942132], [0.735483, -0.473051, 0.773273], [1.173903, 0.023816, -0.623041], [-0.055759, 0.635369, -1.252789], [-0.639565, 1.712376, -0.442312], [-1.236493, 0.371221, -0.404222], [-0.818123, -0.422037, 0.812506], [1.092250, -2.058268, 1.855372], [1.142303, 0.186035, 1.551368], [1.994818, 0.745044, -0.550955], [1.521310, -0.839390, -1.203156], [-0.137239, 0.692695, -2.335365], [-1.202641, 2.320481, -1.033075], [-2.224534, 0.224047, -0.834402], [-1.190995, 0.032559, 1.738764], [-1.203966, -1.446175, 0.749248]],
  "forces_ev_per_angstrom": [[-0.01, -0.11, 0.27], [-0.10, 0.39, -0.02], [-0.03, 0.00, 0.02], [0.14, -0.13, -0.20], [-0.06, 0.21, -0.01], [-0.17, -0.21, 0.04], [-0.01, -0.04, -0.02], [0.05, 0.01, -0.16], [-0.03, -0.12, -0.14], [-0.10, -0.13, -0.04], [-0.08, 0.13, 0.09], [0.01, 0.01, 0.17], [0.10, -0.08, 0.11], [0.16, 0.05, 0.07], [0.07, -0.09, -0.16], [0.05, 0.12, -0.02]]
}

=====

{
  "formula": "C5H9NO",
  "method": "wB97M-V/def2-TZVPD",
  "e_tot_ev": -8866.936,
  "homo_energy_ha": -0.3364,
  "smiles": "CC/N=C\\CC=O",
  "e_above_lowest_kcal_mol": 52.5,
  "orbital_gap_ev": 9.9,
  "largest_force_ha_per_bohr": 0.020,
  "symbols": ["C", "C", "N", "C", "C", "C", "O", "H", "H", "H", "H", "H", "H", "H", "H", "H"],
  "positions_angstrom": [[1.566137, -1.001831, 0.290116], [0.209339, -1.636266, -0.025600], [-1.062360, -1.182423, 0.482772], [-1.424286, 0.017575, 0.444409], [-0.646995, 1.306195, 0.389386], [-0.480387, 1.857591, -1.005495], [-0.494857, 1.179416, -2.004441], [1.668264, -0.781889, 1.356862], [2.318425, -1.753217, 0.029346], [1.805584, -0.099858, -0.286672], [0.049875, -1.632945, -1.113619], [0.208387, -2.673595, 0.290014], [-2.502441, 0.140630, 0.404510], [0.345291, 1.236559, 0.853621], [-1.214536, 2.026013, 0.987743], [-0.337109, 2.956590, -1.061467]],
  "forces_ev_per_angstrom": [[0.02, 0.02, 0.11], [0.23, -0.47, 0.03], [-0.27, 0.37, -0.90], [-0.29, -0.02, 0.13], [0.00, 0.07, 0.01], [0.01, -0.17, -0.33], [0.00, 0.31, 0.46], [0.03, -0.02, -0.08], [0.01, 0.18, 0.08], [-0.23, -0.16, 0.11], [0.17, -0.14, 0.20], [0.53, -0.28, -0.12], [-0.27, 0.34, 0.63], [-0.16, -0.06, -0.15], [0.14, 0.15, -0.09], [0.06, -0.10, -0.09]]
}

=====

{
  "formula": "C5H9NO",
  "method": "wB97M-V/def2-TZVPD",
  "e_tot_ev": -8866.560,
  "homo_energy_ha": -0.3781,
  "smiles": "C=C(CO)CC#N.[H][H]",
  "e_above_lowest_kcal_mol": 61.2,
  "orbital_gap_ev": 11.1,
  "largest_force_ha_per_bohr": 0.022,
  "symbols": ["C", "C", "C", "O", "C", "C", "N", "H", "H", "H", "H", "H", "H", "H", "H", "H"],
  "positions_angstrom": [[0.175928, -2.018832, -0.523785], [0.104681, -0.799155, -0.000572], [-1.089024, -0.320294, 0.792715], [-1.519131, 0.967403, 0.379444], [1.226638, 0.205007, -0.172030], [1.601399, 0.821963, 1.107637], [1.841075, 1.304389, 2.131693], [1.058475, -2.368372, -1.053923], [-0.653393, -2.716876, -0.439188], [-1.923352, -1.015678, 0.655782], [-0.834728, -0.312204, 1.861981], [-1.164228, 1.621634, 0.993155], [0.898981, 1.009417, -0.841266], [2.109209, -0.262317, -0.618482], [-0.771657, 2.087977, -2.447859], [-1.060872, 1.795937, -1.825303]],
  "forces_ev_per_angstrom": [[-0.02, 0.12, 0.04], [-0.01, -0.19, -0.08], [0.03, -0.30, 0.12], [0.07, 0.19, 0.13], [0.06, 0.00, -0.06], [0.18, 0.42, 0.88], [-0.24, -0.45, -1.00], [-0.11, 0.08, 0.09], [0.10, 0.13, 0.00], [0.13, 0.09, 0.00], [-0.02, -0.01, -0.15], [-0.08, -0.06, -0.09], [0.05, -0.10, 0.11], [-0.13, 0.05, 0.08], [-0.02, -0.02, 0.03], [0.02, 0.05, -0.10]]
}

=====

{
  "formula": "C5H9NO",
  "method": "wB97M-V/def2-TZVPD",
  "e_tot_ev": -8867.256,
  "homo_energy_ha": -0.3833,
  "smiles": "COC(C)(C)C#N",
  "e_above_lowest_kcal_mol": 45.1,
  "orbital_gap_ev": 11.2,
  "largest_force_ha_per_bohr": 0.021,
  "symbols": ["C", "O", "C", "C", "C", "C", "N", "H", "H", "H", "H", "H", "H", "H", "H", "H"],
  "positions_angstrom": [[2.150414, 0.521232, -0.237643], [0.852457, 0.097701, -0.626998], [-0.417343, 0.062149, 0.005951], [-1.267699, -0.521297, -1.136470], [-0.622025, -0.825959, 1.255234], [-0.812673, 1.460366, 0.328069], [-1.005014, 2.577212, 0.560825], [2.274210, 1.035958, 0.721605], [2.791390, -0.367259, -0.244119], [2.508996, 1.191981, -1.029959], [-0.826592, -1.492446, -1.384074], [-1.196870, 0.117618, -2.018371], [-2.317044, -0.670956, -0.869694], [-1.701598, -0.952621, 1.423134], [-0.201774, -0.410090, 2.174704], [-0.208835, -1.823596, 1.077802]],
  "forces_ev_per_angstrom": [[0.16, 0.02, 0.13], [-0.03, -0.52, -0.32], [-0.11, -0.05, -0.05], [-0.10, 0.03, -0.05], [0.18, 0.02, 0.01], [0.00, 1.00, 0.15], [0.06, -1.08, -0.17], [-0.50, -0.10, -0.02], [-0.04, 0.15, 0.15], [-0.12, -0.08, 0.26], [-0.10, 0.16, 0.05], [-0.04, -0.05, 0.13], [0.15, 0.16, 0.09], [0.31, 0.16, -0.09], [0.12, 0.00, -0.22], [0.06, 0.19, -0.04]]
}

=====

{
  "formula": "C5H9NO",
  "method": "wB97M-V/def2-TZVPD",
  "e_tot_ev": -8867.500,
  "homo_energy_ha": -0.3878,
  "smiles": "COC(C)(C)C#N",
  "e_above_lowest_kcal_mol": 39.5,
  "orbital_gap_ev": 11.4,
  "largest_force_ha_per_bohr": 0.024,
  "symbols": ["C", "O", "C", "C", "C", "C", "N", "H", "H", "H", "H", "H", "H", "H", "H", "H"],
  "positions_angstrom": [[-1.435208, -0.039184, -1.572735], [-0.434553, -0.798971, -0.910715], [0.134272, -0.181369, 0.237681], [0.950630, -1.177603, 1.106027], [1.047313, 0.999577, -0.152457], [-0.873038, 0.335117, 1.205857], [-1.602362, 0.742094, 2.004302], [-2.400573, -0.128963, -1.048940], [-1.163429, 1.026448, -1.588447], [-1.509881, -0.413477, -2.606911], [1.991307, -1.259358, 0.778910], [0.522062, -2.184478, 1.142779], [0.969480, -0.772630, 2.127387], [1.106328, 1.682763, 0.702246], [0.641880, 1.528582, -1.023555], [2.055772, 0.641452, -0.401427]],
  "forces_ev_per_angstrom": [[-0.10, 0.24, 0.03], [0.31, -0.19, 0.62], [0.58, -0.01, 0.26], [0.13, -0.12, -0.04], [0.02, 0.05, 0.00], [-1.15, 0.33, 0.15], [0.55, -0.31, -0.66], [0.22, -0.06, -0.22], [-0.17, -0.23, -0.18], [0.01, 0.12, 0.54], [-0.23, 0.01, -0.21], [-0.17, 0.31, -0.10], [0.07, -0.22, -0.26], [0.17, 0.01, -0.31], [0.14, 0.00, 0.36], [-0.37, 0.05, 0.03]]
}

=====

{
  "formula": "C5H9NO",
  "method": "wB97M-V/def2-TZVPD",
  "e_tot_ev": -8866.206,
  "homo_energy_ha": -0.3112,
  "e_above_lowest_kcal_mol": 69.3,
  "orbital_gap_ev": 9.4,
  "largest_force_ha_per_bohr": 0.041,
  "symbols": ["C", "C", "C", "C", "C", "O", "N", "H", "H", "H", "H", "H", "H", "H", "H", "H"],
  "positions_angstrom": [[0.612991, -0.395297, -0.500772], [0.738319, -0.261870, -2.016305], [-0.492385, 0.536927, 0.046497], [0.510732, 0.370637, 2.342406], [-1.716633, 0.086115, 0.326232], [-0.304675, 1.880531, -0.139635], [0.271966, -0.499415, 3.076095], [0.644982, 2.057698, -0.189361], [-0.085210, -1.329517, 3.521870], [1.569282, -0.144221, -0.028506], [0.357008, -1.421581, -0.237168], [-2.499718, 0.770904, 0.607264], [-1.926411, -0.966137, 0.376072], [1.545946, -0.896489, -2.380459], [0.963319, 0.766283, -2.301038], [-0.189514, -0.554569, -2.503189]],
  "forces_ev_per_angstrom": [[-0.58, 0.83, 0.43], [0.08, 0.01, 0.07], [-0.34, -0.83, -1.89], [0.53, 0.35, 0.54], [0.35, 0.35, 0.33], [0.42, -0.23, 0.26], [-0.30, -0.80, 0.39], [-0.20, 0.00, 0.13], [0.18, 0.46, -0.15], [-0.08, -0.07, 0.04], [0.04, 0.04, 0.11], [-0.13, 0.12, -0.05], [0.07, -0.22, -0.03], [0.00, -0.01, -0.07], [-0.02, -0.01, -0.05], [-0.03, 0.00, -0.06]]
}

=====

{
  "formula": "C5H9NO",
  "method": "wB97M-V/def2-TZVPD",
  "e_tot_ev": -8866.567,
  "homo_energy_ha": -0.3567,
  "smiles": "C/C=N/C[C@H]1CO1",
  "e_above_lowest_kcal_mol": 61.0,
  "orbital_gap_ev": 10.9,
  "largest_force_ha_per_bohr": 0.013,
  "symbols": ["C", "C", "N", "C", "C", "C", "O", "H", "H", "H", "H", "H", "H", "H", "H", "H"],
  "positions_angstrom": [[2.804393, -0.655416, 0.063105], [1.396820, -0.858493, -0.411974], [0.429448, -0.788216, 0.403126], [-0.899917, -0.646612, -0.157583], [-1.216043, 0.828294, -0.024802], [-2.514575, 1.324258, 0.433561], [-1.395360, 1.282399, 1.306195], [3.242321, 0.185984, -0.489919], [3.452407, -1.530062, -0.080487], [2.772570, -0.374909, 1.119759], [1.244041, -0.984796, -1.502635], [-1.620193, -1.238013, 0.420097], [-0.968919, -0.949990, -1.218551], [-0.577350, 1.474130, -0.645838], [-2.835452, 2.322868, 0.130405], [-3.314192, 0.608576, 0.655540]],
  "forces_ev_per_angstrom": [[0.06, 0.02, 0.13], [-0.03, 0.07, 0.17], [0.41, 0.00, -0.52], [-0.19, -0.04, 0.01], [0.05, -0.11, -0.18], [-0.29, 0.00, -0.22], [-0.03, 0.12, 0.06], [-0.01, -0.21, 0.01], [-0.19, 0.17, -0.03], [0.08, -0.19, -0.15], [-0.05, 0.07, 0.27], [0.14, 0.15, -0.04], [0.07, 0.08, 0.17], [-0.29, -0.16, 0.25], [0.02, -0.22, 0.11], [0.26, 0.24, -0.05]]
}